(1)
58
Properties=species:S:1:pos:R:3 method="wB97M-V/def2-TZVPD" smiles="CCN(CC)CCNC(=O)c1ccc2c(=O)n(CCc3ccccc3)c(=O)[nH]c2c1" relative_energy_kcal_mol=9.46 total_energy_ev=-36410.911 e_lumo_ev=-0.1 gap_ev=8.5 total_charge=0 homo_energy_ev=-8.624
C -8.71 -2.12 1.32
C -8.50 -0.62 1.49
N -7.69 -0.07 0.41
C -8.03 1.31 0.07
C -9.22 1.35 -0.88
C -6.27 -0.28 0.60
C -5.59 -0.51 -0.76
N -4.17 -0.72 -0.63
C -3.28 0.28 -0.86
O -3.60 1.38 -1.25
C -1.85 -0.08 -0.60
C -1.35 -1.38 -0.74
C -0.02 -1.63 -0.51
C 0.85 -0.60 -0.13
C 2.27 -0.88 0.11
O 2.77 -1.98 0.00
N 3.03 0.22 0.48
C 4.45 0.01 0.71
C 5.25 0.19 -0.58
C 6.71 -0.04 -0.31
C 7.25 -1.32 -0.40
C 8.59 -1.54 -0.12
C 9.40 -0.49 0.26
C 8.87 0.79 0.36
C 7.53 1.01 0.08
C 2.56 1.52 0.59
O 3.28 2.45 0.89
N 1.22 1.70 0.35
C 0.35 0.70 0.00
C -0.99 0.95 -0.24
H -9.13 -2.32 0.34
H -9.39 -2.49 2.08
H -7.77 -2.66 1.40
H -8.07 -0.40 2.48
H -9.48 -0.13 1.45
H -8.25 1.90 0.98
H -7.17 1.76 -0.42
H -9.00 0.77 -1.77
H -9.43 2.38 -1.17
H -10.12 0.94 -0.41
H -5.78 0.57 1.10
H -6.12 -1.16 1.22
H -6.04 -1.38 -1.24
H -5.73 0.36 -1.40
H -3.86 -1.56 -0.17
H -2.00 -2.18 -1.07
H 0.40 -2.62 -0.62
H 4.78 0.74 1.46
H 4.57 -1.00 1.09
H 5.10 1.20 -0.96
H 4.89 -0.52 -1.32
H 6.62 -2.14 -0.70
H 9.00 -2.54 -0.20
H 10.44 -0.66 0.48
H 9.50 1.61 0.66
H 7.12 2.00 0.16
H 0.88 2.65 0.43
H -1.39 1.95 -0.16


(2)
58
Properties=species:S:1:pos:R:3 method="wB97M-V/def2-TZVPD" smiles="CCOc1ccc(S(=O)(=O)N(CC(=O)N2CCC(C(N)=O)CC2)c2ccc(F)cc2)cc1" relative_energy_kcal_mol=19.48 total_energy_ev=-51496.823 e_lumo_ev=0.7 gap_ev=9.1 total_charge=0 homo_energy_ev=-8.412
C -4.54 -5.02 -0.55
C -3.10 -5.20 -1.03
O -2.15 -4.82 -0.05
C -1.88 -3.51 0.18
C -2.42 -2.44 -0.53
C -2.06 -1.14 -0.21
C -1.16 -0.91 0.81
S -0.68 0.73 1.32
O 0.74 0.76 1.55
O -1.51 1.11 2.42
N -0.98 1.79 0.03
C 0.21 2.20 -0.69
C 1.00 0.93 -0.98
O 0.40 -0.11 -1.22
N 2.34 1.00 -1.06
C 3.18 2.12 -0.69
C 3.69 1.93 0.74
C 4.45 0.60 0.88
C 5.78 0.61 0.14
N 6.64 -0.35 0.58
O 6.08 1.36 -0.76
C 3.56 -0.54 0.35
C 3.09 -0.24 -1.07
C -2.14 2.56 0.00
C -2.15 3.86 -0.50
C -3.32 4.59 -0.56
C -4.49 4.03 -0.09
F -5.64 4.74 -0.14
C -4.51 2.74 0.43
C -3.34 2.01 0.47
C -0.62 -1.96 1.52
C -0.97 -3.26 1.21
H -4.69 -5.60 0.36
H -4.75 -3.98 -0.33
H -5.22 -5.37 -1.31
H -2.90 -6.26 -1.21
H -2.93 -4.65 -1.97
H -3.11 -2.59 -1.34
H -2.45 -0.32 -0.79
H 0.78 2.92 -0.09
H -0.08 2.64 -1.64
H 2.65 3.06 -0.79
H 4.03 2.14 -1.37
H 4.35 2.76 1.00
H 2.84 1.91 1.42
H 4.65 0.42 1.94
H 6.42 -0.97 1.33
H 7.54 -0.42 0.14
H 2.68 -0.61 0.99
H 4.10 -1.49 0.37
H 2.43 -1.03 -1.43
H 3.94 -0.14 -1.75
H -1.24 4.33 -0.84
H -3.33 5.60 -0.95
H -5.43 2.33 0.80
H -3.34 1.02 0.89
H 0.09 -1.75 2.31
H -0.56 -4.10 1.74


(3)
21
Properties=species:S:1:pos:R:3 method="wB97M-V/def2-TZVPD" relative_energy_kcal_mol=85.57 total_energy_ev=-31974.635 e_lumo_ev=5.3 gap_ev=5.9 total_charge=-2 homo_energy_ev=-0.568
C 3.43 -2.58 2.84
C -1.77 3.85 -2.16
C 2.42 -2.19 2.07
C -1.68 2.74 -1.41
C 1.79 -1.80 1.02
C -1.65 1.36 -1.75
C -1.45 0.41 -0.79
C -1.42 -0.91 -1.24
O 0.83 1.06 0.43
O -1.15 2.77 -0.01
O -1.32 1.17 1.93
F -1.10 -1.95 -0.45
F -0.51 -1.05 -2.38
F -2.65 -1.23 -1.82
P -0.66 1.39 0.60
H 4.39 -2.68 2.41
H -1.50 4.69 -1.58
H 1.72 -0.79 0.85
H 1.13 -2.50 0.37
H 3.18 -2.83 3.84
H -2.02 1.07 -2.78


(4)
10
Properties=species:S:1:pos:R:3 method="wB97M-V/def2-TZVPD" s_squared=2.017 relative_energy_kcal_mol=80.94 total_energy_ev=-11688.549 e_lumo_ev="0.3 / -3.9" spin_multiplicity=3 gap_ev="7.4 / 6.8" total_charge=0 homo_energy_ev="-7.144 / -10.722"
C -1.73 -0.18 -0.26
N -0.75 0.62 0.33
N 0.66 -0.34 0.74
N 1.75 0.10 0.07
O -1.79 -1.36 -0.26
O 1.65 1.16 -0.51
O 2.69 -0.64 0.11
H -2.54 0.54 -0.79
H -0.20 1.37 -0.09
H 0.26 -1.26 0.66


(5)
10
Properties=species:S:1:pos:R:3 method="wB97M-V/def2-TZVPD" s_squared=2.008 relative_energy_kcal_mol=0.00 total_energy_ev=-42096.138 e_lumo_ev="3.2 / 2.4" spin_multiplicity=3 gap_ev="4.3 / 7.1" total_charge=-1 homo_energy_ev="-1.061 / -4.722"
C -1.34 -0.03 0.54
C -0.11 -0.80 0.23
O 2.03 2.09 0.32
O 1.98 1.02 -1.82
S 2.33 0.87 -0.42
Cl -0.03 -2.46 1.02
Cl -0.08 -1.20 -1.54
H -2.14 -0.74 0.59
H -1.37 0.68 -0.32
H -1.27 0.56 1.40


(6)
61
Properties=species:S:1:pos:R:3 method="wB97M-V/def2-TZVPD" relative_energy_kcal_mol=29.47 total_energy_ev=-126306.345 e_lumo_ev=-7.4 gap_ev=6.5 total_charge=+2 homo_energy_ev=-13.936
Pd -0.42 -0.22 -0.22
C -0.76 3.81 1.20
C -0.85 2.51 0.49
N -0.34 1.42 0.93
N 0.17 1.29 2.18
C -0.28 0.18 2.73
N 0.03 -0.08 4.00
S -1.25 -0.98 1.85
C -1.71 2.30 -0.67
C -2.33 3.32 -1.35
C -3.27 3.01 -2.32
C -3.58 1.68 -2.55
C -2.90 0.71 -1.84
N -1.99 1.00 -0.92
H -0.20 3.71 2.12
H -1.76 4.19 1.42
H -0.26 4.54 0.55
H 0.42 0.65 4.58
H -0.34 -0.90 4.45
H -2.09 4.35 -1.12
H -3.77 3.80 -2.87
H -4.33 1.39 -3.27
H -3.13 -0.34 -1.99
O 4.51 -4.87 1.42
N 3.95 -5.16 0.39
O 4.22 -6.08 -0.34
C 2.79 -4.32 0.00
C 1.82 -4.93 -0.71
C 0.64 -4.21 -1.08
C -0.42 -4.77 -1.82
C -1.51 -4.00 -2.11
C -1.55 -2.67 -1.67
N -0.56 -2.13 -0.99
C 0.52 -2.88 -0.68
C 1.56 -2.25 0.06
N 1.38 -0.95 0.38
C 2.34 -0.26 0.97
C 3.53 -0.88 1.33
C 3.73 -2.22 1.07
C 2.72 -2.95 0.41
H 1.94 -5.96 -1.01
H -0.36 -5.80 -2.14
H -2.35 -4.39 -2.66
H -2.40 -2.05 -1.87
H 2.16 0.78 1.17
H 4.30 -0.30 1.82
H 4.65 -2.70 1.36
C -0.42 1.98 -4.87
Si 0.29 0.34 -4.36
C 1.94 -0.05 -5.13
C -0.93 -1.07 -4.50
Se 0.95 0.68 -2.11
H -0.67 1.98 -5.94
H 0.31 2.78 -4.71
H -1.32 2.21 -4.31
H 1.81 -0.20 -6.21
H 2.36 -0.96 -4.71
H 2.65 0.77 -4.99
H -1.22 -1.20 -5.55
H -1.84 -0.87 -3.94
H -0.49 -2.00 -4.16